{"formula": "H3N2O3P", "method": "wB97M-V/def2-TZVPD", "lumo_energy_ev": 7.39, "e_homo_ev": 1.80, "gap_ev": 5.59, "fmax_ha_per_bohr": 0.106, "charge": -2, "e_above_lowest_ev": 1.231, "elements": ["N", "N", "O", "O", "O", "P", "H", "H", "H"], "positions_angstrom": [[-2.04314, 0.15048, 0.00268], [-1.13007, 1.03151, -0.03079], [1.47221, -1.31347, -0.94580], [1.79534, -0.38060, 1.44797], [2.50581, 0.99659, -0.60725], [1.68329, -0.15907, -0.04345], [-2.36787, -0.38008, 1.00592], [-1.86612, -0.62318, -0.71921], [-0.04945, 0.67783, -0.11007]], "atomic_forces_ev_per_a": [[-2.69, -4.74, -0.04], [3.43, 3.54, 0.07], [-0.77, -0.91, -0.60], [-0.42, -0.07, -0.56], [-0.97, -0.53, 0.29], [2.06, 1.48, 1.03], [1.07, 0.74, -1.77], [-0.78, 0.63, 1.34], [-0.94, -0.14, 0.25]], "nbo_charge": [-0.6032, -0.6773, -1.1862, -1.1832, -1.1918, 2.3306, 0.1224, 0.2791, 0.1095]}

{"formula": "Br2O2S", "method": "wB97M-V/def2-TZVPD", "lumo_energy_ev": -2.13, "e_homo_ev": -9.58, "gap_ev": 7.45, "fmax_ha_per_bohr": 0.015, "e_above_lowest_ev": 3.519, "elements": ["O", "O", "S", "Br", "Br"], "positions_angstrom": [[-2.27559, 0.73604, 0.60689], [0.65840, -1.77414, -0.54721], [0.44400, -0.64367, 0.31357], [-1.09005, 1.08048, -0.53163], [2.26323, 0.60129, 0.15839]], "atomic_forces_ev_per_a": [[-0.38, 0.00, 0.20], [-0.27, -0.08, -0.15], [-0.13, 0.39, -0.07], [0.58, -0.49, -0.04], [0.19, 0.17, 0.06]], "nbo_charge": [-0.8545, -0.8173, 1.1085, 0.6951, -0.1317]}

{"formula": "C14H15FNO4", "method": "wB97M-V/def2-TZVPD", "lumo_energy_ev": -4.69, "e_homo_ev": -12.34, "gap_ev": 7.65, "fmax_ha_per_bohr": 0.086, "charge": 1, "e_above_lowest_ev": 2.932, "elements": ["F", "C", "C", "C", "C", "C", "C", "C", "N", "C", "H", "H", "H", "H", "H", "H", "H", "H", "H", "H", "H", "C", "C", "C", "O", "C", "C", "C", "O", "O", "O", "H", "H", "H", "H"], "positions_angstrom": [[-3.87619, -3.75918, 1.56201], [-4.68435, -2.75706, 0.90975], [-3.81630, -2.08110, -0.25715], [-2.62925, -3.02008, -0.83079], [-1.22554, -2.46939, -0.28127], [-0.02793, -2.30800, -1.29030], [1.33183, -1.73029, -0.78237], [1.42654, -1.34527, 0.73382], [0.30071, -1.55587, 1.61648], [-0.97104, -2.07929, 1.19188], [-5.64296, -3.22617, 0.47240], [-5.05468, -1.97941, 1.68202], [-4.54292, -1.79642, -1.09679], [-3.38585, -1.07802, 0.12808], [-2.61070, -2.82733, -1.97224], [-2.79190, -4.13482, -0.65783], [-0.11156, -2.60087, -2.40018], [2.23527, -1.59692, -1.48308], [2.39621, -0.89720, 1.14578], [0.41016, -1.31362, 2.61001], [-1.84184, -2.19692, 1.92740], [3.81876, 2.74845, -0.14864], [3.68808, 3.93902, -0.74120], [2.36469, 4.62066, -0.83074], [2.28454, 5.71244, -1.36036], [1.19684, 3.93031, -0.27062], [1.32883, 2.74059, 0.31735], [2.65685, 2.07263, 0.43057], [2.74340, 0.98727, 0.99391], [0.25092, 2.08631, 0.84005], [4.75672, 4.57630, -1.28492], [4.77315, 2.24411, -0.07486], [0.23946, 4.42657, -0.35728], [0.60579, 1.25518, 1.20700], [4.40424, 5.41341, -1.64788]], "atomic_forces_ev_per_a": [[-1.07, 1.31, -0.59], [-0.49, 0.44, -0.49], [-0.41, 0.28, 0.43], [0.29, 1.56, -0.38], [3.21, 0.65, 0.66], [1.08, 1.19, 3.58], [-3.43, -0.54, 2.71], [-1.65, -1.70, -2.55], [-0.18, -0.68, -3.42], [0.64, -0.35, -3.41], [1.76, 0.26, 0.76], [0.93, -1.35, -1.09], [1.10, -0.51, 1.15], [-0.55, -1.69, -0.68], [0.14, -0.50, 1.88], [0.34, 1.61, 0.02], [-0.06, 0.49, 2.03], [-1.66, -0.18, 1.42], [-1.92, -0.95, -0.45], [0.00, -0.18, -0.67], [1.77, 0.26, -0.93], [-0.31, -0.64, 0.35], [1.58, 0.37, -0.51], [-0.69, 0.48, -0.11], [0.33, -0.40, 0.12], [0.04, 0.13, -0.09], [-1.07, -0.03, 0.24], [0.95, 0.27, -0.25], [-0.30, 0.48, 0.03], [1.10, -0.04, -0.23], [-1.58, -0.28, 0.46], [-0.02, 0.05, 0.01], [0.03, -0.01, 0.02], [-0.08, 0.24, -0.04], [0.16, -0.05, 0.01]], "nbo_charge": [-0.3872, 0.0299, -0.4510, -0.4496, 0.0070, -0.1056, -0.2296, 0.0675, -0.4885, 0.0478, 0.1929, 0.1903, 0.2444, 0.2155, 0.2399, 0.2743, 0.2642, 0.2790, 0.3088, 0.4526, 0.2766, -0.3850, 0.3323, 0.4642, -0.4823, -0.3324, 0.2776, 0.5023, -0.6109, -0.6367, -0.6133, 0.2530, 0.2557, 0.4857, 0.5107]}

{"formula": "C33H38BCl5CoN6OS5", "method": "wB97M-V/def2-TZVPD", "multiplicity": 2, "lumo_energy_ev": [4.00, 4.00], "e_homo_ev": [-0.90, -0.91], "gap_ev": [4.90, 4.91], "fmax_ha_per_bohr": 0.011, "charge": -2, "e_above_lowest_ev": 0.000, "elements": ["Co", "C", "C", "C", "C", "N", "C", "C", "N", "B", "N", "C", "C", "N", "C", "S", "C", "C", "C", "C", "N", "C", "C", "N", "C", "S", "C", "C", "C", "C", "C", "S", "H", "H", "H", "H", "H", "H", "H", "H", "H", "H", "H", "H", "H", "H", "H", "H", "H", "H", "H", "H", "H", "H", "H", "H", "H", "H", "H", "H", "H", "H", "H", "H", "H", "H", "S", "C", "C", "C", "C", "C", "C", "S", "H", "H", "H", "H", "Cl", "C", "C", "Cl", "C", "Cl", "C", "O", "C", "Cl", "C", "Cl"], "positions_angstrom": [[0.44409, 0.62548, 1.08534], [-4.29456, -2.29900, 3.87821], [-3.67848, -1.14859, 3.08099], [-2.56082, -0.54224, 3.92504], [-4.77080, -0.12274, 2.77586], [-3.15124, -1.68322, 1.79487], [-3.41702, -2.95852, 1.31961], [-2.96779, -3.01209, 0.05566], [-2.43568, -1.78560, -0.26903], [-1.89475, -1.58552, -1.71363], [-0.54562, -2.28516, -1.97879], [-0.17664, -2.51608, -3.28888], [1.00428, -3.15440, -3.29184], [1.37182, -3.34043, -1.96268], [0.39826, -2.80299, -1.14645], [0.39720, -2.73697, 0.52920], [2.61192, -4.00882, -1.50693], [3.42317, -4.45447, -2.72406], [3.45946, -3.02814, -0.69247], [2.25837, -5.25194, -0.69003], [-1.86538, -0.12417, -2.24603], [-2.97187, 0.35886, -2.90967], [-2.65756, 1.54954, -3.43969], [-1.34593, 1.82848, -3.08270], [-0.87253, 0.80441, -2.29494], [0.63870, 0.66483, -1.53023], [-0.67027, 3.00003, -3.70353], [0.73908, 3.25202, -3.17868], [-0.57922, 2.72194, -5.21025], [-1.52119, 4.25211, -3.46975], [-2.54334, -0.96745, 0.80135], [-2.05154, 0.66607, 0.87198], [-4.63611, -1.89757, 4.83209], [-3.55669, -3.07663, 4.08315], [-5.15391, -2.74128, 3.37037], [-2.96826, -0.26841, 4.90167], [-2.13302, 0.34155, 3.45925], [-1.75045, -1.25791, 4.06484], [-5.15994, 0.28737, 3.71021], [-5.59077, -0.59284, 2.22567], [-4.36291, 0.69205, 2.17893], [-3.84913, -3.73252, 1.92089], [-2.94198, -3.83402, -0.63703], [-2.70126, -2.14545, -2.43801], [-0.77787, -2.17288, -4.11297], [1.60519, -3.46348, -4.12350], [3.72900, -3.60354, -3.33535], [2.87172, -5.16297, -3.34553], [4.32478, -4.94926, -2.36235], [3.61363, -2.10145, -1.24843], [4.43053, -3.48030, -0.47418], [2.97070, -2.76448, 0.24385], [1.70025, -5.96416, -1.30395], [1.65103, -4.97391, 0.17017], [3.17694, -5.72806, -0.33897], [-3.87979, -0.21288, -2.97218], [-3.25603, 2.22586, -4.01998], [1.38834, 2.39400, -3.33001], [0.74022, 3.47918, -2.11410], [1.13710, 4.11001, -3.72605], [0.01320, 1.82331, -5.39173], [-0.09501, 3.56576, -5.70555], [-1.56513, 2.58200, -5.65660], [-1.76573, 4.36250, -2.41488], [-2.45001, 4.22790, -4.04335], [-0.95447, 5.13062, -3.77895], [0.63291, -0.27662, 3.20864], [2.36620, -0.32758, 3.45276], [2.88424, -0.71473, 4.69469], [4.24827, -0.78850, 4.93205], [5.13753, -0.47273, 3.90843], [4.63951, -0.08446, 2.67383], [3.26512, -0.00007, 2.42437], [2.70136, 0.49096, 0.84098], [2.17934, -0.95689, 5.48310], [4.61681, -1.08657, 5.90821], [6.20888, -0.52341, 4.07250], [5.31771, 0.17025, 1.86617], [1.40972, 8.36053, 1.10073], [1.19821, 6.65151, 1.33337], [0.12809, 5.97916, 0.74667], [-1.00242, 6.86959, -0.22758], [-0.05440, 4.62207, 0.94108], [-1.42363, 3.79934, 0.29244], [0.83123, 3.82081, 1.73307], [0.69553, 2.59611, 1.94117], [1.91808, 4.55948, 2.31880], [3.02099, 3.64502, 3.27554], [2.08471, 5.91612, 2.12598], [3.41772, 6.73730, 2.87767]], "atomic_forces_ev_per_a": [[0.21, -0.47, -0.08], [0.02, -0.03, -0.03], [0.01, 0.01, 0.10], [0.00, -0.03, -0.05], [0.03, 0.02, -0.08], [-0.15, 0.03, -0.05], [0.06, -0.01, 0.02], [0.05, 0.04, -0.04], [-0.14, 0.10, -0.13], [0.15, 0.02, 0.06], [-0.21, -0.19, -0.10], [0.05, 0.08, 0.09], [-0.01, 0.03, 0.14], [0.00, -0.11, -0.11], [0.11, 0.16, -0.05], [-0.11, -0.04, 0.14], [0.13, 0.04, 0.04], [-0.03, 0.08, -0.02], [-0.01, 0.03, 0.05], [-0.06, 0.02, 0.06], [-0.21, 0.09, 0.28], [0.12, -0.10, -0.14], [-0.03, 0.04, 0.06], [-0.05, 0.18, 0.10], [-0.07, -0.10, -0.18], [-0.06, -0.15, 0.32], [0.12, 0.00, -0.10], [-0.03, 0.05, 0.08], [0.06, -0.05, 0.01], [-0.06, -0.06, 0.10], [0.15, -0.22, -0.08], [0.28, 0.16, 0.11], [0.00, 0.00, 0.00], [0.00, 0.01, 0.02], [-0.01, 0.00, 0.00], [0.00, 0.01, 0.00], [-0.02, -0.03, 0.03], [-0.03, 0.01, 0.01], [-0.01, -0.02, 0.01], [-0.01, 0.00, 0.01], [-0.02, 0.00, 0.03], [-0.03, 0.01, 0.02], [0.00, 0.01, -0.01], [-0.05, 0.02, 0.06], [-0.02, -0.01, 0.01], [0.05, -0.04, 0.01], [0.01, 0.00, 0.00], [-0.01, -0.02, -0.01], [-0.01, 0.00, 0.00], [0.00, -0.02, 0.01], [0.01, -0.02, -0.01], [0.04, 0.03, -0.07], [0.01, -0.02, -0.02], [0.03, -0.02, -0.02], [0.00, -0.01, -0.02], [-0.01, 0.01, 0.04], [0.02, 0.01, -0.02], [-0.01, 0.07, -0.02], [0.00, 0.00, 0.01], [-0.02, 0.04, -0.01], [0.01, 0.01, 0.00], [0.00, 0.00, -0.01], [-0.01, -0.01, 0.01], [0.05, 0.01, 0.05], [0.00, 0.02, -0.01], [-0.01, 0.01, -0.04], [0.02, 0.12, -0.39], [0.02, -0.06, 0.13], [-0.06, 0.01, -0.04], [0.04, 0.01, -0.03], [-0.04, 0.00, 0.01], [-0.02, 0.02, 0.00], [0.13, 0.01, -0.13], [-0.17, -0.10, 0.11], [0.01, -0.01, 0.01], [-0.01, 0.00, 0.00], [0.00, 0.01, 0.00], [0.01, 0.01, 0.01], [0.02, -0.02, 0.00], [-0.06, 0.05, -0.04], [0.05, -0.03, 0.06], [-0.01, 0.00, -0.03], [-0.02, 0.02, 0.03], [-0.06, -0.01, -0.13], [0.15, -0.11, 0.05], [-0.39, 0.37, -0.21], [0.12, 0.10, -0.01], [-0.03, 0.01, 0.02], [0.00, -0.08, 0.02], [0.01, 0.01, -0.01]], "lowdin_spin": [1.0810, 0.0000, 0.0000, -0.0001, -0.0001, 0.0000, -0.0002, -0.0001, -0.0004, 0.0002, 0.0013, 0.0001, 0.0002, 0.0015, 0.0016, 0.0089, 0.0001, 0.0000, 0.0001, 0.0004, 0.0002, -0.0001, 0.0001, 0.0008, 0.0020, 0.0033, 0.0001, 0.0005, 0.0000, 0.0000, 0.0006, -0.0070, 0.0000, 0.0000, 0.0000, 0.0000, 0.0002, -0.0002, 0.0000, 0.0000, -0.0001, 0.0000, 0.0000, 0.0000, 0.0000, 0.0000, 0.0000, 0.0000, 0.0000, 0.0000, 0.0000, 0.0000, 0.0000, 0.0003, 0.0000, 0.0000, 0.0000, 0.0003, 0.0001, 0.0000, 0.0000, 0.0000, 0.0000, 0.0000, 0.0000, 0.0000, -0.0508, -0.0044, -0.0015, 0.0001, 0.0008, -0.0018, -0.0037, -0.0514, -0.0012, 0.0000, 0.0001, -0.0011, 0.0001, 0.0004, -0.0001, -0.0001, 0.0002, -0.0005, 0.0036, 0.0142, 0.0010, 0.0000, 0.0002, 0.0002]}

{"formula": "H5N2P", "method": "wB97M-V/def2-TZVPD", "lumo_energy_ev": 1.03, "e_homo_ev": -8.78, "smiles": "NNP", "gap_ev": 9.80, "fmax_ha_per_bohr": 0.087, "e_above_lowest_ev": 1.903, "elements": ["N", "N", "P", "H", "H", "H", "H", "H"], "positions_angstrom": [[1.41541, -0.10310, -0.13377], [0.15513, 0.44031, -0.54366], [-1.30088, 0.36743, 0.41841], [1.41416, -0.18246, 0.92102], [1.39100, -0.95536, -0.53334], [0.31116, 1.52772, -0.62585], [-1.18199, -0.84191, 1.08417], [-2.20398, -0.25263, -0.58699]], "atomic_forces_ev_per_a": [[-0.85, 3.15, 3.04], [0.26, 3.82, -0.17], [-1.11, 0.09, -1.14], [0.30, -0.18, -1.56], [0.47, -3.78, -1.23], [-0.24, -2.86, -0.01], [0.45, -0.65, 0.25], [0.71, 0.42, 0.81]], "nbo_charge": [-0.6295, -0.7599, 0.4568, 0.3228, 0.3435, 0.3584, -0.0541, -0.0380]}

Q: What is the formula in the third record?
A: C14H15FNO4